Record 1
{
  "formula": "C5H7Br",
  "method": "ωB97M-V/def2-TZVPD",
  "total_energy_ha": -2768.6816,
  "smiles": "C=C(C)C(=C)Br",
  "fmax_ha_per_bohr": 0.0603,
  "homo_ev": -9.32,
  "e_above_lowest_kcal_mol": 3.53,
  "elements": ["C", "C", "C", "C", "C", "Br", "H", "H", "H", "H", "H", "H", "H"],
  "coordinates": [[-1.003, -0.025, -1.293], [-0.383, 0.273, -0.168], [-0.480, 1.552, 0.590], [0.561, -0.827, 0.539], [1.427, -1.573, -0.118], [0.362, -0.957, 2.425], [-1.637, 0.696, -1.783], [-0.917, -0.990, -1.762], [-1.155, 1.429, 1.439], [0.496, 1.841, 0.982], [-0.862, 2.349, -0.043], [2.052, -2.295, 0.378], [1.537, -1.472, -1.184]],
  "atomic_forces_ev_per_a": [[-0.053, -0.021, -0.152], [1.745, -1.954, 1.658], [-0.125, 0.155, -0.038], [-1.624, 1.782, -1.416], [0.040, -0.082, 0.245], [0.043, -0.052, -0.111], [-0.053, 0.197, -0.082], [0.038, -0.207, 0.004], [0.053, 0.068, 0.029], [-0.040, 0.060, -0.004], [-0.042, 0.050, -0.028], [0.060, -0.123, 0.118], [-0.043, 0.129, -0.224]]
}

---

Record 2
{
  "formula": "C5H7Br",
  "method": "ωB97M-V/def2-TZVPD",
  "total_energy_ha": -2768.6236,
  "smiles": "C#CC(C)(C)Br",
  "fmax_ha_per_bohr": 0.0852,
  "homo_ev": -9.66,
  "e_above_lowest_kcal_mol": 39.97,
  "elements": ["C", "C", "C", "C", "C", "Br", "H", "H", "H", "H", "H", "H", "H"],
  "coordinates": [[1.753, 1.454, -1.011], [0.956, 0.772, -0.397], [-0.098, 0.125, 0.218], [0.163, -1.049, 1.317], [-1.150, -0.229, -1.010], [-0.993, 1.672, 1.233], [2.519, 1.955, -1.479], [-0.859, -1.429, 1.715], [0.801, -1.919, 0.938], [0.717, -0.579, 2.144], [-2.167, -0.575, -0.577], [-1.161, 0.797, -1.562], [-0.481, -0.994, -1.528]],
  "atomic_forces_ev_per_a": [[-1.802, -1.959, 1.546], [3.355, 1.811, -1.595], [-3.784, -1.856, 1.195], [-0.703, 0.299, -0.774], [1.636, 0.884, 1.633], [0.044, -0.661, 0.017], [1.044, 0.831, -0.750], [1.807, 0.668, -0.809], [-1.039, 1.268, 0.144], [-0.277, -0.247, -0.239], [1.855, 0.472, -1.059], [-0.474, -2.247, 0.627], [-1.663, 0.738, 0.064]]
}

---

Record 3
{
  "formula": "C5H7BrCl16NNbO3P",
  "method": "ωB97M-V/def2-TZVPD",
  "total_energy_ha": -10810.2872,
  "total_charge": -1,
  "fmax_ha_per_bohr": 0.0343,
  "homo_ev": -4.79,
  "elements": ["O", "N", "O", "C", "Nb", "P", "O", "Br", "H", "H", "H", "H", "H", "H", "H", "C", "Cl", "Cl", "Cl", "Cl", "C", "Cl", "Cl", "Cl", "Cl", "C", "Cl", "Cl", "Cl", "Cl", "C", "Cl", "Cl", "Cl", "Cl"],
  "coordinates": [[-1.244, 5.180, -0.643], [-2.023, 4.410, -0.172], [-1.416, 3.697, 0.800], [-2.283, 2.664, 1.362], [-2.392, 0.805, 0.014], [-2.207, -1.207, -1.590], [-2.149, -2.658, -0.668], [-0.150, -1.063, -2.543], [-3.302, 3.033, 1.585], [-1.776, 2.335, 2.293], [-2.274, 1.861, -1.460], [-4.230, 0.905, -0.167], [-2.714, -0.295, 1.451], [-0.595, 0.693, 0.211], [-1.642, -2.414, 0.113], [2.707, 1.345, 1.888], [2.270, 0.915, 3.552], [3.095, -0.133, 0.985], [1.350, 2.170, 1.117], [4.128, 2.410, 1.907], [2.804, -2.526, 5.538], [2.773, -2.070, 3.831], [4.431, -2.261, 6.192], [1.641, -1.532, 6.434], [2.371, -4.238, 5.709], [-3.787, 0.360, -5.463], [-3.146, 1.589, -6.572], [-5.558, 0.461, -5.436], [-3.299, -1.251, -6.027], [-3.152, 0.635, -3.837], [4.352, -2.763, -2.081], [6.099, -2.641, -2.362], [3.723, -4.208, -2.892], [4.044, -2.883, -0.340], [3.548, -1.326, -2.724]],
  "atomic_forces_ev_per_a": [[-0.719, -0.286, 0.046], [0.842, 0.601, -0.222], [-0.318, -0.142, 0.620], [0.952, -1.001, -0.183], [-0.649, 1.278, 1.026], [0.461, -1.535, 0.694], [0.270, 1.561, -0.774], [-0.021, -0.205, -0.055], [0.499, 0.029, -0.185], [-0.339, 0.477, -0.388], [-0.458, -0.225, -0.730], [-0.318, -0.129, 0.033], [-0.441, -0.543, -0.097], [0.153, -0.251, 0.221], [0.030, -0.291, 0.342], [-0.358, 0.263, -0.162], [-0.032, 0.640, -0.155], [-0.027, 0.183, 0.099], [0.527, -0.027, 0.284], [0.007, -0.090, 0.034], [-0.014, -0.007, -0.220], [0.113, -0.673, 0.326], [-0.113, -0.023, -0.025], [0.091, -0.069, -0.061], [0.033, 0.126, 0.029], [0.188, -0.012, 0.358], [-0.057, -0.072, -0.001], [0.087, -0.007, -0.048], [-0.044, 0.098, -0.004], [-0.377, 0.440, -0.769], [-0.142, 0.136, -0.073], [-0.082, -0.034, 0.030], [0.066, 0.120, 0.084], [0.073, -0.141, -0.180], [0.119, -0.192, 0.107]]
}

---

Record 4
{
  "formula": "C5H7BrN2O2",
  "method": "ωB97M-V/def2-TZVPD",
  "total_energy_ha": -3028.4485,
  "fmax_ha_per_bohr": 0.0535,
  "homo_ev": [-8.50, -8.48],
  "e_above_lowest_kcal_mol": 139.71,
  "elements": ["C", "C", "C", "C", "C", "N", "N", "O", "O", "Br", "H", "H", "H", "H", "H", "H", "H"],
  "coordinates": [[1.268, 0.646, -0.952], [0.356, 0.949, 0.085], [1.531, -0.672, -1.579], [-1.857, -1.510, 0.656], [-1.414, -0.416, 1.532], [1.875, 1.741, -1.311], [0.399, 2.215, 0.348], [-0.167, 2.966, 1.109], [1.435, 2.768, -0.591], [-0.344, -0.802, 2.992], [0.882, -1.428, -1.148], [1.356, -0.615, -2.651], [2.569, -0.958, -1.423], [-1.048, -2.208, 0.445], [-2.272, -1.127, -0.271], [-2.638, -2.079, 1.174], [-1.933, 0.529, 1.586]],
  "atomic_forces_ev_per_a": [[-0.042, 0.754, 0.194], [-1.903, -1.528, 1.276], [0.187, 0.073, -0.087], [-0.015, -0.227, -0.032], [1.881, 1.258, -1.146], [0.497, -0.498, -0.645], [0.601, -0.581, -0.801], [-0.172, 0.705, 0.357], [-0.660, 0.183, 0.791], [-0.229, -0.048, 0.072], [-0.015, -0.061, 0.007], [-0.026, -0.079, -0.092], [0.020, -0.108, 0.000], [-0.006, 0.038, 0.007], [-0.019, 0.080, -0.049], [-0.029, 0.035, 0.039], [-0.070, 0.002, 0.107]]
}

---

Record 5
{
  "formula": "C5H7Cl2NOS",
  "method": "ωB97M-V/def2-TZVPD",
  "multiplicity": 3,
  "s_squared": 2.010,
  "total_energy_ha": -1643.0509,
  "fmax_ha_per_bohr": 0.1120,
  "homo_ev": [-5.69, -8.20],
  "e_above_lowest_kcal_mol": 64.34,
  "elements": ["C", "C", "C", "C", "C", "N", "O", "S", "Cl", "Cl", "H", "H", "H", "H", "H", "H", "H"],
  "coordinates": [[0.547, -1.219, -0.454], [-1.667, -0.745, -0.508], [-1.341, 0.589, 0.083], [-1.015, 0.551, 1.598], [2.535, 0.179, -0.927], [1.073, -0.060, -0.742], [0.862, -2.342, -0.280], [0.078, 1.333, -0.903], [-2.599, -1.861, 0.226], [-2.725, 1.787, -0.148], [-1.734, -0.774, -1.523], [-1.570, -0.047, 2.267], [-0.971, 1.559, 2.173], [0.030, 0.206, 1.755], [2.977, -0.014, -1.904], [2.537, 1.220, -0.690], [2.980, -0.362, -0.022]],
  "atomic_forces_ev_per_a": [[-3.981, -0.809, 0.019], [5.215, 1.965, 1.462], [-1.135, -1.277, 1.318], [2.357, 2.306, 0.741], [-0.789, -0.813, 2.411], [1.772, -1.739, -0.221], [0.718, -0.375, 0.130], [-1.076, 3.818, -0.819], [-1.439, -1.878, 1.547], [0.454, -0.224, -0.127], [-0.436, 0.218, -2.772], [-1.290, -1.012, 0.001], [-0.384, -1.197, -1.644], [-0.447, -0.104, -0.390], [-0.344, -0.396, 0.202], [0.838, 0.971, -0.168], [-0.034, 0.547, -1.691]]
}

---

Record 6
{
  "formula": "C5H7Cl3",
  "method": "ωB97M-V/def2-TZVPD",
  "total_energy_ha": -1575.1095,
  "fmax_ha_per_bohr": 0.0712,
  "homo_ev": [-8.09, -7.49],
  "e_above_lowest_kcal_mol": 102.97,
  "elements": ["C", "C", "C", "C", "C", "Cl", "Cl", "Cl", "H", "H", "H", "H", "H", "H", "H"],
  "coordinates": [[1.070, -1.405, -0.136], [1.351, -0.333, 0.734], [-1.788, 1.342, -1.164], [1.301, -0.449, 2.084], [-2.137, 0.074, -0.437], [1.505, 1.327, 0.128], [-1.133, -1.291, -0.772], [-2.655, 0.123, 1.252], [1.450, -1.261, -1.096], [1.026, -2.354, 0.236], [-1.740, 2.032, -0.324], [-0.865, 1.365, -1.885], [-2.585, 1.549, -1.745], [1.436, -1.368, 2.505], [1.206, 0.346, 2.691]],
  "atomic_forces_ev_per_a": [[1.982, 2.839, -0.025], [-0.717, 0.013, 1.133], [2.967, -0.739, 1.406], [0.291, -0.199, -2.896], [1.120, -1.375, 0.069], [-0.146, -0.607, -0.285], [-1.730, 0.465, -0.210], [0.159, 0.261, -0.950], [0.252, -0.165, -1.660], [-0.169, -2.280, 1.066], [0.425, 0.804, -0.548], [-1.496, -0.405, 1.895], [-2.842, 1.143, -2.007], [-0.094, -2.468, 1.040], [-0.001, 2.714, 1.970]]
}

---

Record 7
{
  "formula": "C5H7Cl3F2O",
  "method": "ωB97M-V/def2-TZVPD",
  "total_energy_ha": -1849.7852,
  "fmax_ha_per_bohr": 0.3540,
  "homo_ev": -6.88,
  "elements": ["C", "C", "C", "C", "C", "H", "H", "H", "H", "H", "H", "H", "O", "F", "F", "Cl", "Cl", "Cl"],
  "coordinates": [[1.074, -1.382, 0.900], [1.575, -1.210, -0.473], [1.178, -0.240, -1.328], [-1.299, 1.555, -0.465], [-0.972, 0.304, 0.364], [0.265, -0.725, 1.221], [2.425, -1.876, -0.628], [1.647, -0.058, -2.269], [0.401, 0.514, -1.060], [-2.625, 2.065, 0.828], [-0.346, 1.905, -0.892], [-1.917, 1.284, -1.301], [-1.860, 2.538, 0.392], [2.178, -1.195, 1.731], [-2.152, -0.180, 0.973], [0.583, -3.069, 1.042], [-0.350, -0.996, -0.665], [0.194, 0.765, 1.629]],
  "atomic_forces_ev_per_a": [[3.244, -2.903, 0.956], [7.676, -0.119, -0.327], [4.924, 3.179, -1.078], [0.501, 0.300, 0.886], [-3.246, 0.000, -0.509], [1.893, -4.006, 0.471], [0.446, 0.562, -0.427], [0.708, -0.204, -0.891], [4.186, 1.659, -1.727], [1.047, 1.015, -0.541], [-0.497, 0.473, 0.359], [-0.660, -0.201, -0.282], [-1.045, -1.306, -0.029], [-0.544, 0.018, 0.330], [0.878, 0.961, 0.172], [-0.069, -1.442, 0.953], [-17.938, -3.083, 0.408], [-1.502, 5.097, 1.276]]
}

---

Record 8
{
  "formula": "C5H7ClFN",
  "method": "ωB97M-V/def2-TZVPD",
  "total_energy_ha": -809.4074,
  "smiles": "F[C@@]12CCN[C@H]1[C@@H]2Cl",
  "fmax_ha_per_bohr": 0.0148,
  "homo_ev": -8.92,
  "e_above_lowest_kcal_mol": 73.82,
  "elements": ["F", "C", "C", "C", "N", "C", "C", "Cl", "H", "H", "H", "H", "H", "H", "H"],
  "coordinates": [[-0.430, -1.663, 0.481], [-0.594, -0.569, -0.395], [-1.120, 0.542, 0.480], [0.215, 0.826, 1.323], [1.380, 0.169, 0.627], [0.778, 0.012, -0.677], [0.181, -0.989, -1.610], [-0.137, -0.471, -3.255], [-1.430, 1.430, -0.107], [-1.954, 0.208, 1.110], [0.387, 1.891, 1.353], [0.118, 0.438, 2.340], [1.520, -0.752, 1.041], [0.654, 0.985, -1.136], [0.431, -2.055, -1.574]],
  "atomic_forces_ev_per_a": [[-0.064, -0.091, 0.014], [-0.328, 0.115, 0.215], [-0.325, 0.269, -0.216], [-0.319, -0.361, 0.161], [0.006, -0.388, 0.112], [0.294, -0.003, -0.265], [0.360, -0.636, -0.205], [-0.012, 0.044, 0.095], [0.189, -0.548, 0.347], [0.191, 0.152, -0.148], [0.083, 0.321, 0.126], [0.121, 0.163, -0.111], [0.021, 0.335, -0.070], [-0.029, 0.134, -0.067], [-0.188, 0.492, 0.010]]
}

---

Record 9
{
  "formula": "C5H7ClIN",
  "method": "ωB97M-V/def2-TZVPD",
  "total_energy_ha": -1007.2860,
  "smiles": "[H]/N=C(/C(=C)I)[C@@H](C)Cl",
  "fmax_ha_per_bohr": 0.0765,
  "homo_ev": -9.33,
  "e_above_lowest_kcal_mol": 0.00,
  "elements": ["H", "N", "C", "C", "C", "I", "C", "C", "Cl", "H", "H", "H", "H", "H", "H"],
  "coordinates": [[0.018, 1.111, -2.653], [-0.678, 1.037, -1.855], [-0.212, 0.588, -0.814], [-1.366, 0.198, 0.422], [-1.578, 0.825, 1.570], [-2.616, -1.398, -0.267], [1.168, 0.183, -0.296], [1.177, -1.317, 0.043], [2.503, 0.685, -1.399], [-2.453, 0.517, 2.238], [-0.871, 1.549, 1.982], [1.229, 0.768, 0.604], [1.808, -1.236, 0.950], [1.687, -1.785, -0.823], [0.184, -1.726, 0.298]],
  "atomic_forces_ev_per_a": [[-0.700, 0.149, 1.383], [0.352, 0.282, -2.475], [-1.059, -1.367, 3.535], [1.235, 0.658, -2.331], [-0.859, -0.973, 0.859], [0.235, 0.657, 0.301], [-1.877, 0.406, -0.999], [1.321, 1.048, 0.276], [-0.448, -0.209, 0.361], [1.414, 0.518, -0.999], [-0.294, 0.041, -0.347], [0.559, 0.290, 0.388], [-0.106, -1.363, -0.485], [-0.455, -0.342, 0.866], [0.683, 0.206, -0.334]]
}